Entry one
# C2ClF4NO

2 unconnected molecules or ions with the total composition C2ClF4NO (wB97M-V/def2-TZVPD, OMol25).

Computed properties:
HOMO energy (spin up / spin down) = -0.309 / -0.357 hartree
orbital gap (spin up / spin down) = 6.9 / 9.5 eV

Last column: Mulliken charge in e.
Element x y z (Å)
C  -1.633  -0.052  -0.010  0.318
C  2.119  -0.337  0.048  0.609
N  -0.493  0.366  -0.133  0.232
O  -0.220  1.591  -0.038  -0.499
F  -2.020  -1.283  -0.140  -0.198
F  -2.847  0.790  0.071  -0.238
F  2.437  -1.000  1.107  -0.146
F  1.820  -1.102  -0.980  -0.142
Cl  2.057  1.299  -0.031  0.064

Entry two
# C2ClF4NO

A molecular structure, C2ClF4NO (wB97M-V/def2-TZVPD, OMol25).

Computed properties:
HOMO energy (spin up / spin down) = -0.334 / -0.334 hartree
orbital gap (spin up / spin down) = 8.3 / 8.3 eV

Last column: Mulliken charge in e.
Element x y z (Å)
C  1.075  -0.396  -1.323  0.373
C  -0.877  0.740  1.177  0.655
N  0.343  -0.496  -0.282  0.172
O  -0.041  -1.604  0.259  -0.575
F  1.119  0.794  -1.898  -0.200
F  1.533  -1.406  -2.053  -0.179
F  -0.070  1.642  1.628  -0.141
F  -1.867  1.413  0.567  -0.168
Cl  -1.216  -0.688  1.925  0.062

Which structure is most stable? entry two, by 0.0276 hartree over the runner-up.

Entry one
# C18H25N3O2

A single C18H25N3O2 molecule (wB97M-V/def2-TZVPD, OMol25).

Computed properties:
HOMO energy = -0.303 hartree
SMILES = CC[C@@H](C)CC1(CC)C(=O)NC(=Nc2ccc(C)cc2)NC1=O
orbital gap = 8.9 eV

Last column: Mulliken charge in e.
Element x y z (Å)
C  -3.006  -4.168  -1.530  -1.207
C  -3.544  -2.979  -0.743  -0.814
C  -2.445  -1.959  -0.264  0.803
C  -3.199  -0.882  0.557  -1.442
C  -1.270  -2.686  0.475  -2.375
C  -0.065  -1.829  0.992  3.149
C  0.983  -2.829  1.561  -1.168
C  2.227  -2.169  2.173  -1.250
C  0.544  -0.967  -0.096  -0.578
O  0.828  -1.396  -1.201  -0.688
N  0.846  0.338  0.058  0.198
C  0.427  1.047  1.132  0.324
N  0.472  2.340  1.222  -0.723
C  1.125  3.101  0.267  0.238
C  2.422  2.770  -0.119  -0.298
C  3.044  3.477  -1.138  -0.429
C  2.429  4.554  -1.816  0.614
C  3.084  5.241  -2.962  -1.349
C  1.171  4.979  -1.309  -0.524
C  0.520  4.234  -0.292  -0.608
N  -0.121  0.384  2.210  0.095
C  -0.478  -0.910  2.158  -0.467
O  -1.197  -1.276  3.059  -0.653
H  -2.367  -3.850  -2.376  0.290
H  -3.817  -4.768  -1.940  0.408
H  -2.405  -4.813  -0.867  0.261
H  -4.039  -3.350  0.185  0.315
H  -4.341  -2.500  -1.320  0.431
H  -2.044  -1.466  -1.161  0.244
H  -3.398  -1.202  1.575  0.321
H  -2.609  0.065  0.616  0.222
H  -4.181  -0.578  0.118  0.438
H  -0.833  -3.431  -0.193  0.537
H  -1.715  -3.234  1.303  0.517
H  0.525  -3.436  2.339  0.499
H  1.281  -3.493  0.749  0.469
H  2.747  -1.642  1.375  0.274
H  1.969  -1.502  2.987  0.287
H  2.944  -2.917  2.540  0.467
H  1.045  0.875  -0.772  0.341
H  2.986  1.997  0.377  0.435
H  4.060  3.219  -1.441  0.306
H  2.693  4.794  -3.870  0.272
H  2.890  6.335  -2.932  0.363
H  4.162  5.092  -2.899  0.346
H  0.652  5.836  -1.753  0.337
H  -0.437  4.576  0.074  0.431
H  -0.564  0.976  2.894  0.339

Entry two
# C18H25N3O2

2 unconnected molecules or ions with the total composition C18H25N3O2 (wB97M-V/def2-TZVPD, OMol25).

Computed properties:
HOMO energy = -0.329 hartree
SMILES = Cc1ccccc1C[C@H](C#N)[C@H](C#N)CCN.CCOC(C)=O
orbital gap = 9.6 eV

Last column: Mulliken charge in e.
Element x y z (Å)
C  0.480  -3.693  2.168  -1.635
C  0.900  -2.774  1.040  0.818
C  1.486  -3.307  -0.103  -0.522
C  1.899  -2.534  -1.164  -0.659
C  1.757  -1.155  -1.110  -0.639
C  1.175  -0.614  0.013  -0.364
C  0.728  -1.390  1.077  0.486
C  0.060  -0.668  2.252  -1.145
C  -1.151  0.173  1.738  -0.019
C  -0.937  1.605  2.070  -0.218
N  -0.688  2.728  2.193  -0.585
C  -2.527  -0.319  2.271  -0.037
C  -2.733  0.024  3.692  0.280
N  -3.132  0.413  4.706  -0.584
C  -2.686  -1.838  2.028  -0.434
C  -4.190  -2.163  1.912  -0.992
N  -4.701  -1.731  0.588  -0.554
H  1.114  -4.583  2.220  0.490
H  -0.543  -4.035  1.971  0.248
H  0.539  -3.222  3.151  0.423
H  1.636  -4.382  -0.190  0.386
H  2.356  -2.967  -2.048  0.392
H  2.083  -0.484  -1.897  0.450
H  1.037  0.461  0.114  0.476
H  0.811  0.034  2.625  0.477
H  -0.216  -1.385  3.021  0.359
H  -1.225  0.114  0.649  0.751
H  -3.281  0.150  1.630  0.404
H  -2.252  -2.091  1.053  0.282
H  -2.213  -2.432  2.813  0.368
H  -4.347  -3.241  2.027  0.430
H  -4.737  -1.611  2.683  0.422
H  -5.649  -1.403  0.738  0.220
H  -4.790  -2.534  -0.024  0.237
C  2.549  3.818  -5.001  -0.974
C  1.484  3.307  -4.053  -0.451
O  2.022  2.388  -3.099  -0.331
C  2.624  2.766  -1.955  0.867
C  2.973  4.220  -1.744  -1.212
O  2.920  1.930  -1.148  -0.525
H  3.326  4.371  -4.474  0.275
H  2.109  4.475  -5.752  0.358
H  3.035  2.984  -5.507  0.305
H  0.948  4.115  -3.551  0.369
H  0.740  2.742  -4.613  0.321
H  4.014  4.374  -2.026  0.283
H  2.851  4.448  -0.687  0.320
H  2.343  4.915  -2.294  0.385

Which structure is most stable? entry one, by 0.0751 hartree over the runner-up.